# 1
Below is a molecular structure, C34H53N5O2SZn, with properties calculated with wB97M-V/def2-TZVPD.

Each line ends with the natural charge from an NBO analysis.
Element x y z (Å)
1 Zn 0.28 0.51 -0.49  1.625
2 C 1.55 -5.18 3.82  -0.609
3 C 1.00 -5.62 2.46  -0.068
4 C 2.05 -6.50 1.77  -0.601
5 C -0.27 -6.44 2.70  -0.601
6 C 0.67 -4.43 1.57  0.010
7 C 0.88 -3.15 1.93  -0.260
8 C 0.58 -2.08 1.01  0.130
9 N 0.74 -0.80 1.20  -0.431
10 C 1.04 -0.08 2.30  -0.058
11 C 0.89 -0.51 3.64  -0.167
12 C 1.13 0.34 4.68  -0.075
13 C 1.56 1.66 4.36  -0.117
14 C 1.71 2.16 3.09  -0.122
15 C 1.42 1.28 1.98  0.500
16 O 1.49 1.66 0.77  -0.810
17 C 2.12 3.60 2.83  -0.079
18 C 2.37 4.36 4.13  -0.605
19 C 3.42 3.64 2.01  -0.605
20 C 1.00 4.33 2.07  -0.606
21 C 0.89 -0.12 6.12  -0.081
22 C 1.69 -1.40 6.39  -0.588
23 C -0.60 -0.39 6.32  -0.593
24 C 1.33 0.93 7.14  -0.606
25 C 0.08 -2.39 -0.35  0.474
26 O -0.17 -1.46 -1.14  -0.693
27 C -0.14 -3.79 -0.71  0.011
28 C 0.14 -4.71 0.24  -0.180
29 C -0.62 -4.16 -2.11  -0.098
30 C 0.40 -3.68 -3.15  -0.606
31 C -1.99 -3.51 -2.38  -0.605
32 C -0.78 -5.67 -2.25  -0.605
33 H 1.76 -6.06 4.43  0.217
34 H 0.84 -4.55 4.36  0.208
35 H 2.49 -4.62 3.71  0.214
36 H 2.29 -7.36 2.40  0.212
37 H 2.97 -5.94 1.59  0.216
38 H 1.70 -6.89 0.82  0.208
39 H -0.05 -7.29 3.34  0.212
40 H -0.70 -6.82 1.78  0.208
41 H -1.03 -5.83 3.20  0.212
42 H 1.34 -2.91 2.87  0.223
43 H 0.50 -1.49 3.83  0.201
44 H 1.77 2.33 5.19  0.210
45 H 3.17 3.91 4.72  0.207
46 H 1.47 4.43 4.75  0.203
47 H 2.67 5.38 3.89  0.215
48 H 4.23 3.16 2.56  0.204
49 H 3.71 4.67 1.83  0.203
50 H 3.30 3.14 1.05  0.239
51 H 0.08 4.32 2.65  0.193
52 H 0.82 3.88 1.10  0.236
53 H 1.28 5.38 1.91  0.208
54 H 1.38 -2.21 5.72  0.200
55 H 1.53 -1.74 7.41  0.206
56 H 2.75 -1.24 6.24  0.214
57 H -0.96 -1.16 5.63  0.205
58 H -1.19 0.51 6.14  0.207
59 H -0.80 -0.73 7.34  0.207
60 H 2.39 1.17 7.04  0.212
61 H 1.17 0.54 8.15  0.213
62 H 0.76 1.85 7.05  0.208
63 H -0.02 -5.76 0.00  0.216
64 H 0.49 -2.59 -3.16  0.246
65 H 0.07 -3.99 -4.14  0.212
66 H 1.38 -4.12 -2.97  0.202
67 H -1.91 -2.43 -2.46  0.238
68 H -2.71 -3.77 -1.61  0.195
69 H -2.37 -3.87 -3.34  0.213
70 H 0.17 -6.20 -2.10  0.206
71 H -1.12 -5.89 -3.26  0.220
72 H -1.52 -6.08 -1.56  0.204
73 C -2.89 0.27 -1.55  -0.424
74 N -3.36 0.38 -0.18  -0.425
75 C -4.43 -0.53 0.19  -0.410
76 C -2.60 1.02 0.74  0.653
77 N -1.36 1.30 0.49  -0.965
78 N -3.21 1.33 1.94  -0.450
79 C -2.37 1.74 3.05  -0.423
80 C -4.51 1.99 1.92  -0.408
81 H -3.75 0.14 -2.20  0.209
82 H -2.21 -0.57 -1.69  0.222
83 H -2.37 1.19 -1.83  0.237
84 H -4.20 -1.53 -0.19  0.205
85 H -5.39 -0.22 -0.23  0.196
86 H -4.52 -0.59 1.28  0.220
87 H -0.98 1.96 1.16  0.381
88 H -2.04 2.79 2.96  0.184
89 H -1.50 1.10 3.13  0.232
90 H -2.95 1.65 3.97  0.210
91 H -5.03 1.78 0.99  0.220
92 H -4.39 3.08 2.00  0.191
93 H -5.12 1.65 2.75  0.201
94 S 0.74 1.49 -2.55  -0.429
95 C -0.22 0.49 -3.51  0.071
96 N -0.88 -0.18 -4.19  -0.455

Values from the calculation:
Largest force on an atom in eV Å⁻¹: 0.21
M in g mol⁻¹: 661.29
Relative energy (zero: lowest compared OMol25 entry of this formula, charge and spin) in eV: 0.0000
Frontier orbital gap (alpha / beta) in hartree: 0.2066 / 0.2081
LUMO (alpha / beta) in eV: -1.8 / -1.8

# 2
Below is a single C2H4N4S molecule, with properties calculated with wB97M-V/def2-TZVPD.

Each line ends with the natural charge from an NBO analysis.
Element x y z (Å)
1 C 0.19 -1.98 0.92  -0.299
2 C 0.58 -0.68 0.43  0.051
3 N -0.84 -2.58 0.58  0.070
4 N -1.77 -3.19 0.45  0.024
5 N -0.44 0.10 -0.09  -0.423
6 N -0.36 1.42 -0.47  -0.632
7 S 2.14 -0.21 0.24  -0.162
8 H 0.93 -2.58 1.58  0.268
9 H -1.39 -0.25 0.22  0.369
10 H 0.23 2.06 0.14  0.369
11 H 0.24 1.26 -1.36  0.366

Values from the calculation:
Largest force on an atom in eV Å⁻¹: 5.44
M in g mol⁻¹: 116.15
Relative energy (zero: lowest compared OMol25 entry of this formula, charge and spin) in eV: 3.2024
Frontier orbital gap in hartree: 0.3147
LUMO in eV: 0.0

# 3
Below is a molecular structure, C44H58N2O2P2S6Ti, with properties calculated with wB97M-V/def2-TZVPD.

Each line ends with the Mulliken charge.
Element x y z (Å)
1 Ti 0.15 1.01 0.31  -0.875
2 O 0.47 1.45 2.54  -0.233
3 S -0.60 2.14 3.33  0.530
4 C -0.46 1.23 4.92  -0.987
5 C 0.95 0.70 5.18  -1.060
6 C 1.32 -0.52 4.30  0.531
7 C 2.52 -0.29 3.39  -0.408
8 S 2.37 -1.18 1.81  0.138
9 O 0.99 -0.90 1.28  0.214
10 C 2.16 -2.82 2.52  0.942
11 C 3.27 -3.50 3.00  -0.978
12 C 3.11 -4.77 3.55  -0.737
13 C 1.84 -5.35 3.60  -0.523
14 C 0.74 -4.66 3.10  -1.071
15 C 0.90 -3.39 2.55  -0.038
16 C -0.02 3.70 3.99  0.472
17 C 1.32 4.01 4.10  -0.274
18 C 1.69 5.21 4.70  -1.177
19 C 0.71 6.08 5.17  -0.509
20 C -0.63 5.76 5.04  -0.621
21 C -1.00 4.57 4.44  -0.679
22 H -1.17 0.40 4.85  0.371
23 H -0.80 1.91 5.70  0.808
24 H 1.00 0.43 6.24  0.325
25 H 1.68 1.51 5.04  0.319
26 H 0.46 -0.76 3.67  -0.721
27 H 1.51 -1.39 4.93  0.812
28 H 3.47 -0.60 3.82  0.753
29 H 2.59 0.75 3.06  -0.304
30 H 4.25 -3.05 2.94  0.455
31 H 3.97 -5.31 3.92  0.377
32 H 1.72 -6.34 4.01  0.379
33 H -0.24 -5.11 3.12  0.480
34 H 0.06 -2.84 2.15  0.265
35 H 2.07 3.34 3.68  0.482
36 H 2.73 5.47 4.77  0.433
37 H 1.00 7.02 5.63  0.359
38 H -1.39 6.45 5.39  0.394
39 H -2.05 4.32 4.30  0.428
40 S -0.26 3.62 0.70  -0.236
41 S 1.60 4.53 0.74  -0.190
42 S 3.02 3.14 1.34  -0.058
43 S 2.81 1.52 0.09  -0.104
44 C 1.19 3.45 -2.64  -1.723
45 P 0.23 1.91 -2.39  1.694
46 C 0.99 0.86 -3.72  -0.897
47 N 1.20 1.47 -4.90  -0.138
48 C 1.73 0.70 -5.90  0.006
49 C 1.95 1.25 -7.17  -0.397
50 C 2.49 0.49 -8.20  -0.566
51 C 2.81 -0.84 -7.99  -0.522
52 C 2.60 -1.42 -6.74  -0.397
53 C 2.06 -0.67 -5.68  -0.055
54 N 1.86 -1.26 -4.46  -0.084
55 C 1.32 -0.47 -3.50  -0.600
56 P 1.08 -1.19 -1.84  1.752
57 C 2.80 -1.79 -1.53  -1.798
58 C 0.20 -2.83 -2.15  1.990
59 C -0.19 -3.38 -0.77  -1.747
60 C -1.08 -2.52 -2.94  -1.905
61 C 1.01 -3.89 -2.90  -1.944
62 C -1.44 2.35 -3.16  1.974
63 C -2.28 3.06 -2.10  -2.130
64 C -1.34 3.25 -4.40  -1.901
65 C -2.12 1.03 -3.54  -1.820
66 H 1.32 3.65 -3.70  0.444
67 H 2.16 3.31 -2.16  0.330
68 H 0.68 4.27 -2.13  0.382
69 H 1.70 2.30 -7.31  0.410
70 H 2.65 0.95 -9.17  0.340
71 H 3.23 -1.44 -8.79  0.340
72 H 2.84 -2.45 -6.55  0.391
73 H 2.81 -2.55 -0.74  0.279
74 H 3.41 -0.95 -1.21  0.308
75 H 3.22 -2.21 -2.45  0.529
76 H -0.76 -2.66 -0.19  -0.012
77 H 0.70 -3.64 -0.19  0.180
78 H -0.79 -4.29 -0.89  0.649
79 H -1.69 -1.79 -2.41  0.166
80 H -1.67 -3.44 -3.05  0.588
81 H -0.84 -2.13 -3.93  0.313
82 H 1.89 -4.19 -2.32  0.314
83 H 1.34 -3.52 -3.86  0.257
84 H 0.38 -4.78 -3.04  0.537
85 H -1.84 4.01 -1.80  0.275
86 H -2.37 2.44 -1.21  0.254
87 H -3.28 3.26 -2.51  0.495
88 H -0.93 4.23 -4.14  0.329
89 H -2.35 3.40 -4.80  0.539
90 H -0.71 2.81 -5.17  0.265
91 H -2.17 0.37 -2.68  0.021
92 H -1.58 0.52 -4.34  0.385
93 H -3.14 1.23 -3.88  0.576
94 C -4.03 -0.14 -0.58  -2.206
95 C -3.11 0.02 0.64  3.446
96 C -3.64 1.22 1.43  -1.199
97 C -1.66 0.21 0.23  1.707
98 C -3.13 -1.24 1.51  -0.931
99 C -2.49 -1.22 2.75  1.257
100 C -2.41 -2.34 3.55  -0.531
101 C -2.95 -3.55 3.12  -0.502
102 C -3.58 -3.60 1.89  -0.976
103 C -3.67 -2.45 1.10  -0.163
104 H -4.04 0.79 -1.15  0.272
105 H -5.07 -0.37 -0.29  0.475
106 H -3.67 -0.92 -1.26  0.277
107 H -3.54 2.12 0.81  0.224
108 H -3.07 1.40 2.34  0.155
109 H -4.70 1.09 1.70  0.405
110 H -1.39 -0.65 -0.42  -1.391
111 H -2.01 -0.30 3.06  -0.990
112 H -1.89 -2.29 4.51  0.274
113 H -2.88 -4.44 3.74  0.495
114 H -4.00 -4.53 1.53  0.349
115 H -4.16 -2.53 0.13  0.395

Values from the calculation:
Largest force on an atom in eV Å⁻¹: 0.32
M in g mol⁻¹: 949.18
Charge: -2
Relative energy (zero: lowest compared OMol25 entry of this formula, charge and spin) in eV: 0.0000
Frontier orbital gap (alpha / beta) in hartree: 0.1365 / 0.1669
Spin multiplicity: 3
LUMO (alpha / beta) in eV: 3.7 / 3.7

# 4
Below is a single C4H4N2 molecule, with properties calculated with wB97M-V/def2-TZVPD.

Each line ends with the natural charge from an NBO analysis.
Element x y z (Å)
1 C -0.63 1.00 -0.50  -0.091
2 C 0.20 1.07 0.69  -0.091
3 N 0.63 -0.04 1.19  -0.307
4 C 1.01 -1.20 1.27  0.005
5 C -0.50 -1.25 -1.50  0.005
6 N -0.61 -0.07 -1.20  -0.307
7 H -1.27 1.83 -0.80  0.215
8 H 0.46 2.01 1.16  0.215
9 H 0.49 -1.85 1.98  0.179
10 H 0.21 -1.50 -2.30  0.179

Values from the calculation:
Largest force on an atom in eV Å⁻¹: 0.60
M in g mol⁻¹: 80.09
Relative energy (zero: lowest compared OMol25 entry of this formula, charge and spin) in eV: 4.7475
Frontier orbital gap in hartree: 0.2892
LUMO in eV: 0.4